(1)
This record from OMol25 describes C23H32MoN2O6PS2 as an isolated structure. The level of theory is ωB97M-V/def2-TZVPD.

Computed properties:
gap between HOMO and LUMO (alpha / beta): 7.12 / 7.96 eV
net charge: +1
expectation value of S²: 2.0127
2S+1: 3
highest occupied orbital energy (alpha / beta): -10.65 / -11.11 eV
LUMO energy (alpha / beta): -3.53 / -3.15 eV

XYZ file:
```
67
C23H32MoN2O6PS2 ωB97M-V/def2-TZVPD
Mo 0.377 -0.888 0.156
C -0.333 -1.383 3.187
N -0.010 -0.252 2.268
C -1.179 0.672 2.215
C -1.189 1.559 0.981
N -1.014 0.908 -0.364
C -0.734 2.008 -1.314
C -2.123 0.034 -0.863
C -3.466 0.696 -0.915
C -4.543 0.214 -1.537
C -4.732 -1.033 -2.287
C -3.837 -1.931 -2.707
C -2.340 -1.877 -2.660
S -1.573 -3.390 -1.977
C 1.258 0.335 2.726
C 1.328 1.410 3.597
C 2.562 1.834 4.074
C 3.717 1.164 3.705
C 3.646 0.092 2.828
C 2.423 -0.321 2.312
S 2.368 -1.651 1.134
H -0.521 -0.988 4.187
H 0.509 -2.069 3.205
H -1.205 -1.909 2.807
H -1.190 1.331 3.085
H -2.069 0.057 2.280
H -0.338 2.239 1.046
H -2.093 2.175 0.995
H -1.619 2.645 -1.400
H -0.470 1.639 -2.298
H 0.090 2.594 -0.925
H -3.574 1.626 -0.371
H -5.448 0.804 -1.444
H -5.769 -1.258 -2.504
H -4.218 -2.817 -3.201
H 0.439 1.923 3.930
H 2.613 2.678 4.749
H 4.677 1.476 4.094
H 4.546 -0.431 2.530
O -1.847 -4.372 0.443
C -1.567 -3.154 -0.166
O -0.371 -2.653 0.375
C -2.646 -2.175 0.270
O -2.043 -0.888 0.228
C -1.732 -0.523 -2.269
C -0.247 -0.615 -2.669
O 0.087 -0.219 -3.766
O 0.583 -1.161 -1.824
H -1.119 -4.983 0.271
H -3.555 -2.209 -0.320
H -2.881 -2.373 1.316
H -2.031 -1.985 -3.709
H -2.158 0.195 -2.973
C 4.069 2.064 -0.220
P 2.886 1.099 -1.147
C 2.464 2.035 -2.615
C 3.724 -0.358 -1.752
O 1.644 0.840 -0.293
H 4.945 2.279 -0.830
H 4.372 1.507 0.666
H 3.614 3.003 0.098
H 3.373 2.265 -3.173
H 1.971 2.971 -2.356
H 1.811 1.429 -3.246
H 4.507 -0.032 -2.439
H 3.008 -0.983 -2.284
H 4.168 -0.923 -0.936
```

(2)
This record from OMol25 describes one molecule with the formula C23H32N4O2. The level of theory is ωB97M-V/def2-TZVPD.

Computed properties:
gap between HOMO and LUMO: 7.80 eV
net charge: 0
2S+1: 1
highest occupied orbital energy: -7.47 eV
LUMO energy: 0.34 eV
structure (SMILES): CC(=O)Nc1ccc2nc(CN3CCN(CC=C(C)C)[C@H](CCO)C3)ccc2c1

XYZ file:
```
61
C23H32N4O2 ωB97M-V/def2-TZVPD
C 8.400 -1.434 0.250
C 7.053 -0.883 0.676
O 6.657 -0.910 1.817
N 6.356 -0.359 -0.376
C 5.092 0.236 -0.382
C 4.645 0.778 -1.609
C 3.426 1.381 -1.711
C 2.580 1.470 -0.586
N 1.379 2.063 -0.721
C 0.579 2.130 0.313
C -0.776 2.756 0.075
N -1.888 1.856 -0.127
C -2.485 1.194 1.009
C -1.984 -0.244 1.200
N -2.145 -1.071 0.016
C -3.441 -1.720 -0.138
C -4.612 -0.835 -0.466
C -5.614 -0.478 0.332
C -5.777 -0.891 1.764
C -6.704 0.432 -0.159
C -1.581 -0.449 -1.181
C -0.068 -0.721 -1.228
C 0.236 -2.216 -1.336
O -0.049 -2.912 -0.151
C -1.933 1.054 -1.328
C 0.937 1.634 1.587
C 2.154 1.034 1.753
C 3.025 0.921 0.647
C 4.287 0.308 0.730
H 9.008 -0.645 -0.189
H 8.911 -1.836 1.119
H 8.266 -2.226 -0.484
H 6.812 -0.381 -1.278
H 5.290 0.710 -2.475
H 3.081 1.797 -2.644
H -1.032 3.400 0.923
H -0.698 3.378 -0.822
H -2.297 1.779 1.911
H -3.568 1.166 0.835
H -2.516 -0.716 2.029
H -0.917 -0.228 1.447
H -3.622 -2.276 0.785
H -3.328 -2.453 -0.946
H -4.612 -0.459 -1.482
H -5.584 -0.039 2.418
H -5.106 -1.695 2.046
H -6.801 -1.217 1.941
H -7.663 -0.084 -0.136
H -6.515 0.767 -1.175
H -6.784 1.305 0.488
H -2.021 -0.958 -2.048
H 0.413 -0.346 -0.328
H 0.362 -0.202 -2.086
H 1.302 -2.366 -1.532
H -0.332 -2.648 -2.177
H -0.900 -2.563 0.168
H -1.272 1.501 -2.071
H -2.965 1.118 -1.703
H 0.254 1.747 2.416
H 2.466 0.646 2.712
H 4.616 -0.103 1.670
```

(3)
This record from OMol25 describes C23H32N4O3PRuS5 as an isolated structure. The level of theory is ωB97M-V/def2-TZVPD.

Computed properties:
gap between HOMO and LUMO (alpha / beta): 7.82 / 6.62 eV
net charge: 0
expectation value of S²: 0.7574
2S+1: 2
highest occupied orbital energy (alpha / beta): -7.51 / -7.32 eV
LUMO energy (alpha / beta): 0.31 / -0.70 eV

XYZ file:
```
69
C23H32N4O3PRuS5 ωB97M-V/def2-TZVPD
Ru 0.222 -0.515 -0.413
C 2.751 0.663 -2.098
C 2.013 1.008 -0.836
N 2.209 0.209 0.186
N 2.161 0.758 1.462
C 1.430 0.138 2.299
S 0.300 -1.113 1.829
S 1.469 0.491 4.016
C 2.895 1.615 4.142
C 2.524 3.072 4.209
C 2.747 3.787 5.381
C 2.417 5.133 5.468
C 1.857 5.778 4.376
C 1.630 5.070 3.203
C 1.959 3.727 3.117
C 1.389 2.333 -0.680
C 1.998 3.518 -1.083
C 1.383 4.734 -0.847
C 0.141 4.756 -0.214
C -0.487 3.590 0.174
C 0.123 2.350 -0.071
O -0.501 1.230 0.238
H 3.699 1.211 -2.080
H 2.211 0.960 -2.994
H 2.982 -0.400 -2.124
H 3.535 1.400 3.288
H 3.416 1.320 5.052
H 3.184 3.284 6.237
H 2.596 5.674 6.388
H 1.598 6.827 4.438
H 1.193 5.562 2.343
H 1.777 3.180 2.199
H 2.970 3.485 -1.562
H 1.864 5.656 -1.146
H -0.347 5.706 -0.028
H -1.454 3.600 0.659
C -5.086 1.329 -2.998
C -3.634 1.115 -2.654
O -3.279 -0.238 -3.050
P -1.971 -0.886 -2.428
S -0.349 0.215 -2.735
S -2.101 -1.216 -0.468
O -1.951 -2.284 -3.204
C -1.652 -2.325 -4.622
C -1.197 -3.723 -4.958
H -5.376 2.347 -2.734
H -5.720 0.635 -2.446
H -5.257 1.187 -4.065
H -3.449 1.226 -1.584
H -2.979 1.802 -3.191
H -0.868 -1.595 -4.831
H -2.556 -2.046 -5.164
H -0.282 -3.966 -4.417
H -0.990 -3.797 -6.025
H -1.968 -4.454 -4.709
C -1.991 -5.149 -0.756
N -0.890 -4.308 -1.206
C 0.104 -3.768 -0.515
S 1.091 -2.572 -1.321
N 0.434 -4.089 0.728
C -0.284 -4.881 1.720
H -2.733 -5.151 -1.551
H -2.465 -4.749 0.137
H -1.672 -6.176 -0.583
H -1.035 -3.838 -2.088
H 1.141 -3.468 1.098
H -0.538 -5.863 1.334
H -1.179 -4.371 2.075
H 0.385 -5.015 2.566
```

(4)
This record from OMol25 describes C23H32N6Pt as an isolated structure at a distorted geometry. The level of theory is ωB97M-V/def2-TZVPD.

Computed properties:
gap between HOMO and LUMO (alpha / beta): 5.55 / 5.55 eV
net charge: +4
2S+1: 1
highest occupied orbital energy (alpha / beta): -21.54 / -21.54 eV
LUMO energy (alpha / beta): -15.99 / -15.99 eV

XYZ file:
```
62
C23H32N6Pt ωB97M-V/def2-TZVPD
Pt 0.242 -0.196 0.279
C -2.728 -0.540 -1.029
C -3.447 -0.652 0.315
C -2.696 -1.414 1.371
C -3.419 -2.096 2.363
C -2.735 -2.851 3.291
C -1.351 -2.953 3.225
C -0.709 -2.242 2.229
N -1.372 -1.492 1.350
N -1.658 0.460 -1.129
C -1.067 0.482 -2.474
C 0.245 1.231 -2.494
C 0.738 1.816 -3.661
C 1.932 2.518 -3.607
C 2.576 2.675 -2.389
C 2.033 2.047 -1.278
N 0.926 1.317 -1.351
C -2.086 1.812 -0.738
C -1.807 2.190 0.697
C -2.484 3.265 1.278
C -2.134 3.660 2.554
C -1.142 2.981 3.245
C -0.524 1.915 2.604
N -0.851 1.559 1.368
H -2.312 -1.519 -1.282
H -3.498 -0.315 -1.781
H -3.751 0.320 0.712
H -4.376 -1.200 0.131
H -4.500 -2.038 2.363
H -3.279 -3.393 4.056
H -0.781 -3.571 3.899
H 0.368 -2.315 2.117
H -0.917 -0.541 -2.840
H -1.760 0.961 -3.182
H 0.186 1.736 -4.586
H 2.349 2.960 -4.505
H 3.470 3.274 -2.291
H 2.493 2.178 -0.310
H -1.555 2.547 -1.355
H -3.156 1.946 -0.947
H -3.257 3.779 0.723
H -2.639 4.504 3.021
H -0.850 3.254 4.249
H 0.241 1.338 3.111
N 0.999 -2.112 -1.048
C 2.155 -1.991 -1.939
C 3.496 -2.387 -1.339
C 3.739 -2.107 0.144
C 3.656 -0.628 0.532
N 2.436 -0.232 1.254
H 1.160 -2.883 -0.400
H 0.174 -2.352 -1.599
H 2.180 -0.978 -2.353
H 2.024 -2.640 -2.821
H 4.295 -1.941 -1.941
H 3.655 -3.466 -1.478
H 4.751 -2.468 0.341
H 3.094 -2.703 0.793
H 3.782 0.022 -0.337
H 4.523 -0.443 1.191
H 2.562 0.728 1.585
H 2.359 -0.815 2.093
```

(5)
This record from OMol25 describes C23H32NO4Zr as an isolated structure at a distorted geometry. The level of theory is ωB97M-V/def2-TZVPD.

Computed properties:
gap between HOMO and LUMO (alpha / beta): 7.22 / 7.22 eV
net charge: +1
2S+1: 1
highest occupied orbital energy (alpha / beta): -11.07 / -11.07 eV
LUMO energy (alpha / beta): -3.85 / -3.85 eV

XYZ file:
```
61
C23H32NO4Zr ωB97M-V/def2-TZVPD
O 1.183 2.681 -4.412
C 2.608 2.887 -4.867
C 2.371 4.032 -5.812
H 2.981 1.957 -5.339
H 3.294 3.218 -4.063
C 0.929 3.788 -5.384
H 2.609 3.763 -6.847
H 2.811 4.982 -5.493
C 0.113 3.362 -6.597
H 0.569 2.511 -7.119
H 0.008 4.191 -7.327
H -0.896 3.048 -6.305
C 0.299 4.971 -4.691
H 0.942 5.351 -3.880
H -0.684 4.670 -4.295
H 0.158 5.797 -5.409
Zr 0.298 0.518 -1.398
C -0.119 0.599 1.006
C 1.186 0.463 1.625
C 1.803 1.731 1.600
H 1.590 -0.446 2.069
C 0.896 2.674 1.065
C -0.268 1.973 0.584
H -1.215 2.454 0.322
H -0.924 -0.123 1.108
H 2.779 1.957 2.021
H 1.019 3.760 1.100
C -1.838 -0.663 -1.403
C -2.113 0.733 -1.386
C -1.584 1.304 -2.596
H -2.728 1.244 -0.644
C -1.002 0.248 -3.360
C -1.163 -0.974 -2.627
H -0.943 -1.982 -2.999
H -2.170 -1.387 -0.660
H -1.743 2.327 -2.948
H -0.608 0.334 -4.376
O 2.091 2.157 -1.642
C 2.001 3.607 -1.684
C 3.405 4.112 -1.530
H 1.327 3.971 -0.894
H 1.577 3.842 -2.671
C 4.323 2.906 -1.861
H 3.599 4.373 -0.476
H 3.569 5.001 -2.147
C 3.379 1.757 -2.218
H 4.864 2.590 -0.957
H 5.104 3.027 -2.619
H 3.714 0.759 -1.908
H 3.183 1.622 -3.297
O -0.880 -2.368 1.027
C 0.219 -2.395 0.485
C 1.303 -3.439 0.680
C 2.345 -3.139 -0.390
C 1.873 -1.851 -1.045
O 2.376 -1.142 -1.965
N 0.688 -1.474 -0.470
H 1.701 -3.375 1.706
H 0.859 -4.431 0.554
H 3.348 -3.030 0.037
H 2.357 -3.949 -1.132
```

(6)
This record from OMol25 describes C23H32NPd as an isolated structure at a distorted geometry. The level of theory is ωB97M-V/def2-TZVPD.

Computed properties:
gap between HOMO and LUMO (alpha / beta): 5.78 / 3.45 eV
net charge: +1
expectation value of S²: 6.0470
2S+1: 5
highest occupied orbital energy (alpha / beta): -8.73 / -10.65 eV
LUMO energy (alpha / beta): -2.94 / -7.20 eV

XYZ file:
```
57
C23H32NPd ωB97M-V/def2-TZVPD
C -1.958 -0.489 -1.095
C -1.711 -1.543 -0.147
C -0.594 -2.310 -0.622
C -0.103 -1.695 -1.819
C -0.975 -0.595 -2.134
Pd 0.143 -0.052 -0.021
C 2.390 1.176 -0.167
C 1.205 1.962 -0.095
H 1.055 2.528 0.828
C 0.321 2.086 -1.177
H 0.671 1.814 -2.178
H -0.478 2.823 -1.060
C 3.360 1.170 0.979
H 2.865 1.445 1.920
H 3.800 0.167 1.098
H 4.198 1.877 0.807
C 2.887 0.669 -1.468
H 2.090 0.667 -2.219
H 3.735 1.266 -1.858
H 3.240 -0.369 -1.358
C -2.560 -1.898 1.020
H -3.013 -0.994 1.447
H -3.368 -2.588 0.719
H -1.957 -2.402 1.788
C -0.135 -3.590 -0.026
H -0.164 -3.530 1.072
H -0.784 -4.425 -0.344
H 0.890 -3.823 -0.342
C 0.999 -2.205 -2.677
H 1.800 -2.650 -2.071
H 0.624 -2.989 -3.359
H 1.423 -1.396 -3.288
C -0.953 0.190 -3.396
H 0.080 0.362 -3.735
H -1.472 -0.363 -4.200
H -1.459 1.156 -3.267
C -3.146 0.402 -1.106
H -2.914 1.331 -1.646
H -4.015 -0.081 -1.588
H -3.437 0.649 -0.080
C 1.351 -1.172 1.353
C 1.200 -0.997 2.707
C 2.278 -2.057 0.844
C 1.983 -1.772 3.604
H 0.483 -0.263 3.065
C 3.058 -2.852 1.715
H 2.402 -2.166 -0.230
C 2.902 -2.704 3.101
H 1.872 -1.654 4.691
H 3.758 -3.591 1.298
H 3.504 -3.331 3.780
C -2.667 3.830 1.025
C -1.940 2.580 0.907
N -1.494 1.514 1.113
H -3.758 3.627 1.053
H -2.463 4.515 0.183
H -2.370 4.335 1.967
```